Computed, not measured: a cluster of 4 separate species, C36H67ClF5O17P2S6 in total at a distorted geometry, with ωB97M-V/def2-TZVPD.

The calculation puts the frontier orbital gap at 5.80 eV. The LUMO energy comes out at 0.0367 Ha. The HOMO energy is -4.80 eV. The strongest force on any atom is 0.1832 Eh/bohr. The calculation puts the total energy at -182901.0895 eV.

ORCA input file:
```
! wB97M-V def2-TZVPD RIJCOSX def2/J DEFGRID3
* xyz -1 1
C 8.74030 1.67150 1.75393
C 7.66176 2.79486 1.22939
O 6.36666 2.24637 0.78957
C 6.42986 1.68826 -0.57052
O 6.99010 2.29185 -1.64029
C 5.71251 0.23655 -0.83813
C 4.05674 0.37855 -0.62234
C 3.39274 -0.30907 -1.94975
C 1.76241 -0.46037 -1.96787
S 1.54049 -1.26045 -3.69355
O 0.87057 -2.68264 -3.53789
O 2.93076 -1.61445 -4.36033
C 0.70796 -0.15985 -4.94778
F 1.81916 0.56603 -5.67150
F -0.18370 0.88749 -4.42582
C -0.12518 -0.95597 -6.13199
F -1.57055 -0.90923 -5.81234
F 0.40537 -2.29739 -6.46151
F 0.06372 -0.12160 -7.37782
C 1.53699 -1.51274 -0.68680
O 0.57315 -0.95132 0.27466
P -0.32502 0.43582 -0.35653
C 0.89845 1.49678 0.64851
C 1.56158 0.90920 1.98943
C 2.49108 2.16687 2.60448
S 2.45983 2.17652 4.50926
C -1.60399 0.25618 1.06913
C -2.65988 1.46476 1.30358
C -2.09158 2.70554 2.27201
C -2.29460 4.19593 1.61215
S -2.13873 5.41940 3.07259
O -1.26398 6.62395 2.59271
O -3.51535 5.84186 3.64129
Cl -1.04148 4.56805 4.68635
C -1.61832 -0.50719 -1.36918
C -1.73651 -2.10542 -1.33714
C -1.57189 -3.18458 -0.11999
C -1.77837 -4.81520 -0.22670
C -2.24029 -5.48387 -1.65962
C -2.48202 -7.11780 -1.69981
C -2.44825 -4.46052 -2.93095
C -2.21943 -2.82323 -2.77648
P -0.94158 2.44352 -1.07058
C 0.40876 3.31487 -2.07673
C -2.44400 2.38865 -2.22017
O 0.87861 0.65806 -1.65123
H 8.55283 1.51438 2.91184
H 9.83369 2.09217 1.58879
H 8.57584 0.70162 1.11853
H 7.42891 3.49413 2.15997
H 8.12269 3.47749 0.39281
H 5.93447 -0.12270 -1.93178
H 6.12475 -0.52163 -0.01378
H 3.88153 1.53916 -0.51809
H 3.83619 -0.23666 0.34666
H 3.81508 0.32008 -2.87311
H 3.82306 -1.42451 -1.94545
H 2.51503 -1.90012 -0.13123
H 1.02153 -2.55945 -0.93934
H 1.77463 1.82772 -0.06771
H 0.32408 2.51579 0.89177
H 2.33053 0.03298 1.88606
H 0.85632 0.63800 2.88184
H 1.88227 3.14519 2.29425
H 3.57385 2.18087 2.16161
H 1.13215 1.72228 4.79664
H -1.08555 0.08339 2.13316
H -2.28133 -0.72616 0.97524
H -3.27514 1.83371 0.38428
H -3.50206 0.97444 2.00497
H -2.70877 2.73764 3.29529
H -0.97353 2.48796 2.63082
H -3.33494 4.34566 1.09141
H -1.43137 4.52133 0.86915
H -2.69418 -0.09006 -1.05749
H -1.46627 -0.18578 -2.50896
H -1.27181 -2.73937 0.94648
H -1.60665 -5.52687 0.68928
H -3.60909 -7.39802 -1.95801
H -1.71582 -7.68585 -2.38329
H -2.31734 -7.50495 -0.58393
H -2.81144 -4.90066 -3.97046
H -2.41211 -2.14849 -3.73608
H 0.16629 4.48387 -2.03199
H 0.41816 3.06536 -3.24029
H 1.50754 3.20559 -1.71016
H -2.26052 1.81984 -3.25294
H -2.69727 3.51025 -2.54061
H -3.43084 1.94202 -1.78190
O 0.85996 -7.59595 -2.29194
S 2.05921 -8.04490 -2.96778
O 2.09355 -9.26712 -3.74130
O 3.29218 -8.06525 -1.90205
C 3.13687 -8.79527 -0.69357
C 3.30229 -10.28613 -0.92141
C 2.66543 -6.72228 -3.98385
H 2.17354 -8.57053 -0.22391
H 3.91835 -8.45028 -0.00865
H 2.48230 -10.68461 -1.52663
H 3.31163 -10.82440 0.03046
H 4.23227 -10.49597 -1.45923
H 2.69214 -5.80446 -3.39258
H 1.98201 -6.60474 -4.82825
H 3.66190 -6.98191 -4.34562
O -5.43847 -4.71259 -0.53500
S -5.99127 -3.56597 -1.22506
O -5.64999 -2.20917 -0.85637
O -7.61470 -3.70435 -1.26673
C -8.31427 -3.89554 -0.04545
C -8.43955 -2.59786 0.73060
C -5.70676 -3.76133 -2.96579
H -7.83726 -4.67429 0.55878
H -9.31584 -4.25502 -0.30330
H -7.46266 -2.25721 1.08711
H -9.08947 -2.72828 1.60036
H -8.84683 -1.80395 0.09657
H -6.01030 -4.76711 -3.26406
H -4.63909 -3.62128 -3.15118
H -6.27993 -3.00523 -3.50525
O 0.78735 9.71185 4.46990
S -0.52398 10.05554 4.97862
O -0.95392 11.42872 5.12982
O -0.76807 9.27263 6.38712
C 0.18919 9.42312 7.42563
C 0.03406 10.75603 8.13358
C -1.74555 9.18810 4.02753
H 1.20590 9.29527 7.03960
H 0.01232 8.61537 8.14334
H 0.29591 11.58614 7.47040
H 0.68528 10.80648 9.01065
H -1.00265 10.90964 8.44950
H -1.45578 8.13788 3.95149
H -1.78276 9.63988 3.03334
H -2.71485 9.29032 4.51868
*
```

Computed, not measured: a structure of composition C24H19N6O4STi at a distorted geometry, with ωB97M-V/def2-TZVPD.

The calculation puts the frontier orbital gap (spin up / spin down) at 4.82 / 6.11 eV. The LUMO energy (spin up / spin down) comes out at 0.0885 / 0.0885 Ha. The HOMO energy (spin up / spin down) is -2.41 / -3.70 eV. Its expectation value of S² is 2.02. The strongest force on any atom is 0.0591 Eh/bohr. The calculation puts the total energy at -76278.6656 eV. Its energy above the lowest of the compared OMol25 structures with the same formula, charge and spin is 73.4 kJ/mol.

ORCA input file:
```
! wB97M-V def2-TZVPD RIJCOSX def2/J DEFGRID3
* xyz -1 3
Ti 12.01488 10.65213 7.50613
O 10.96594 9.57184 6.39773
C 9.59186 9.47152 6.59714
C 8.85599 8.60414 5.76926
C 7.53575 8.30693 6.05306
C 6.87724 9.01357 7.09989
C 7.60417 9.83664 7.93419
C 8.99034 10.10916 7.69289
C 9.63621 11.06435 8.56975
N 10.61918 11.78775 8.12045
N 10.73852 13.11642 7.97117
C 11.57226 13.31028 6.91826
O 12.18740 12.37550 6.29960
C 11.72233 14.70223 6.42327
C 10.94287 15.78974 6.92862
C 11.25563 17.09430 6.52052
C 12.25449 17.36014 5.55514
C 12.94135 16.26575 4.99874
C 12.63486 14.96529 5.39315
H 9.42341 8.12092 4.94975
H 6.94633 7.65934 5.37109
H 5.79047 9.01722 7.19133
H 7.14604 10.38984 8.71875
H 9.17780 11.18434 9.55948
H 10.07929 15.52068 7.53374
H 10.69529 17.89474 6.97246
H 12.40303 18.37278 5.20095
H 13.75786 16.38929 4.28382
H 13.09695 14.12174 4.91375
N 19.88215 9.22940 9.70716
C 18.59444 9.63056 9.49242
C 18.32106 10.21248 8.23635
C 17.02830 10.62517 7.91289
C 16.07306 10.48618 8.89312
C 16.26093 9.84518 10.12598
C 17.50754 9.37770 10.35227
S 14.48858 11.15756 8.52148
O 14.70759 12.54511 8.22371
O 14.01079 10.38635 7.31042
N 13.44384 10.98998 9.64687
C 12.98291 9.70267 9.90489
N 12.11322 9.14507 8.99597
C 11.41839 7.97334 9.23142
C 11.56058 7.43109 10.45689
C 12.56886 7.96489 11.28773
N 13.30072 9.06412 11.04843
H 20.51665 9.21006 8.94340
H 20.14843 8.92315 10.67168
H 19.20590 10.44187 7.63798
H 16.72443 11.05009 6.90933
H 15.43158 9.58294 10.75732
H 17.65930 8.76765 11.24606
H 10.89171 7.55346 8.36690
H 11.04010 6.53186 10.78599
H 12.66547 7.43857 12.21584
*
```

Computed, not measured: the molecule CH2ClNOP2, with ωB97M-V/def2-TZVPD.

The calculation puts the frontier orbital gap at 7.48 eV. The LUMO energy comes out at -0.0438 Ha. The HOMO energy is -8.67 eV. As for the structure (SMILES): [H]/N=P(=P\[H])\C(=O)Cl. The strongest force on any atom is 0.0157 Eh/bohr. The calculation puts the total energy at -35705.0499 eV. Its energy above the lowest of the compared OMol25 structures with the same formula, charge and spin is 94.2 kJ/mol.

ORCA input file:
```
! wB97M-V def2-TZVPD RIJCOSX def2/J DEFGRID3
* xyz 0 1
H 0.88079 2.12343 0.57424
N 1.39600 1.25589 0.52918
P 0.62100 -0.00419 0.07229
P 1.72546 -1.71108 -0.14433
H 0.57965 -2.44166 -0.48812
C -1.26389 0.34527 -0.22296
O -1.65369 1.38494 -0.62348
Cl -2.28532 -0.95260 0.30318
*
```

Computed, not measured: a cluster of 8 separate species, C17H49BrNO10 in total at a distorted geometry, with ωB97M-V/def2-TZVPD.

The calculation puts the frontier orbital gap at 7.84 eV. The LUMO energy comes out at -0.1283 Ha. The HOMO energy is -11.33 eV. The strongest force on any atom is 0.0675 Eh/bohr. The calculation puts the total energy at -110419.7249 eV.

ORCA input file:
```
! wB97M-V def2-TZVPD RIJCOSX def2/J DEFGRID3
* xyz 1 1
O 7.85674 3.55777 0.37080
C 7.45446 4.39691 -0.29606
Br 8.58539 5.93678 -0.68771
C 6.02347 4.28752 -0.89716
N 5.29759 5.59995 -0.83759
C 3.93914 5.53943 -0.18145
O 3.14625 4.52693 -0.66986
O 3.09901 3.47717 0.25632
H 5.51354 3.45439 -0.38941
H 6.16425 3.98080 -1.95145
H 5.17337 5.93527 -1.79838
H 5.85164 6.32666 -0.35827
H 4.03845 5.50242 0.91929
H 3.42391 6.49246 -0.41889
H 3.55193 2.76386 -0.23957
C 3.83348 -1.29647 -0.99325
C 4.10469 -0.16086 -1.95714
O 4.36883 1.05694 -1.24690
H 2.98127 -1.06219 -0.35410
H 3.62488 -2.22193 -1.53003
H 4.69135 -1.45836 -0.33619
H 3.23979 0.01136 -2.59696
H 4.96531 -0.38943 -2.59213
H 5.14344 0.91177 -0.68424
C -0.50434 -2.24912 1.97440
C 0.56307 -1.95167 0.93986
O 1.17081 -3.15586 0.48259
H -0.07413 -2.78025 2.82665
H -0.96932 -1.32848 2.33045
H -1.27565 -2.88916 1.55363
H 1.34663 -1.32431 1.36911
H 0.13217 -1.42637 0.07917
H 0.47639 -3.70113 0.09523
C -4.81473 -0.88475 2.28116
C -3.73641 -0.60460 1.25334
O -3.13743 -1.82198 0.80828
H -4.39705 -1.41648 3.13792
H -5.27195 0.04232 2.63099
H -5.59493 -1.52243 1.85876
H -2.94808 0.01387 1.68436
H -4.15375 -0.07979 0.38713
H -3.83528 -2.36298 0.41862
C -0.78438 -0.29016 -3.20246
C -2.16298 -0.92329 -3.25522
O -2.31397 -1.87480 -2.20416
H -0.00941 -1.05494 -3.28942
H -0.65552 0.43558 -4.00816
H -0.62919 0.21704 -2.24579
H -2.30671 -1.44578 -4.20117
H -2.94373 -0.16357 -3.15939
H -2.19764 -1.40929 -1.36561
C -6.37667 -0.63976 -4.00874
C -6.04920 0.68950 -3.35535
O -4.90673 1.28435 -3.96762
H -5.52817 -1.32220 -3.93147
H -7.24552 -1.10369 -3.53853
H -6.58517 -0.50585 -5.07326
H -5.82116 0.54923 -2.29850
H -6.89404 1.38051 -3.43757
H -5.11136 1.41789 -4.89977
C 4.66909 0.75931 3.35693
C 5.36128 0.37210 2.06608
O 5.57691 1.52792 1.24370
H 3.71085 1.23858 3.14781
H 4.49531 -0.11584 3.98374
H 5.27186 1.47786 3.91881
H 4.74853 -0.32645 1.50009
H 6.32627 -0.09991 2.26920
H 6.12717 2.14076 1.74509
C -5.80434 -5.09013 3.13362
C -6.33648 -3.99473 4.03867
O -7.30182 -3.20739 3.34556
H -5.34984 -4.65897 2.23956
H -5.05841 -5.69735 3.64967
H -6.61492 -5.74214 2.79864
H -5.52907 -3.33389 4.35340
H -6.80288 -4.42042 4.93269
H -8.01619 -3.79606 3.07760
*
```

Computed, not measured: a cluster of 3 separate species, C26H51ClFN6O5 in total at a distorted geometry, with ωB97M-V/def2-TZVPD.

The calculation puts the frontier orbital gap (spin up / spin down) at 4.87 / 5.76 eV. The LUMO energy (spin up / spin down) comes out at -0.1911 / -0.1911 Ha. The HOMO energy (spin up / spin down) is -10.07 / -10.95 eV. Its expectation value of S² is 2.01. The strongest force on any atom is 0.0653 Eh/bohr. The calculation puts the total energy at -62196.0101 eV. Its energy above the lowest of the compared OMol25 structures with the same formula, charge and spin is 91.1 kJ/mol.

ORCA input file:
```
! wB97M-V def2-TZVPD RIJCOSX def2/J DEFGRID3
* xyz 1 3
C -6.63069 0.21251 2.54849
O -6.49604 -0.92703 1.70137
C -5.29855 -0.98590 1.04720
N -4.14666 -0.84056 2.00806
C -2.96550 -0.66801 1.35045
N -2.54120 0.61080 1.10409
C -2.68104 1.06372 -0.29944
C -2.00546 2.42663 -0.41314
C -2.86663 3.48241 0.23771
Cl -4.25219 3.85048 -0.82664
N -2.27484 -1.72032 0.98648
C -1.01367 -1.79757 0.25030
O -0.89169 -2.74047 -0.47196
N 0.04503 -0.84797 0.42056
C 0.55318 -0.70229 1.73061
O 1.65775 -0.30783 1.97436
F -0.31061 -1.03354 2.69227
H -6.26639 1.10203 2.05515
H -6.12979 0.06034 3.49105
H -7.68191 0.34287 2.73051
H -5.27166 -1.95867 0.57507
H -5.24027 -0.22988 0.27020
H -4.09570 -1.72553 2.50763
H -1.62008 0.78055 1.47827
H -2.19924 0.39352 -1.00937
H -3.72332 1.16890 -0.53985
H -1.76098 2.65267 -1.43576
H -1.08764 2.38032 0.17166
H -3.25325 3.11473 1.17002
H -2.31580 4.38225 0.43620
H -2.65862 -2.62429 1.22380
H -0.14550 0.04792 -0.01141
C 0.99155 -5.27278 -2.03905
C 0.38170 -6.51207 -1.35217
C 0.40987 -6.32649 0.16541
C 1.80982 -6.46601 0.76368
C 2.44519 -7.78994 0.33923
C 2.44938 -7.99527 -1.17544
N 1.09748 -7.75228 -1.75733
O 0.34283 -8.76817 -1.52561
C 3.50213 -7.07770 -1.82754
C 2.91420 -9.41197 -1.49453
C -1.06568 -6.55768 -1.82991
H 1.88195 -4.89240 -1.54328
H 1.23710 -5.48121 -3.08035
H 0.28025 -4.44890 -2.03081
H -0.24528 -7.06784 0.63377
H -0.00678 -5.34561 0.41468
H 2.44220 -5.62480 0.46609
H 1.74777 -6.42513 1.85322
H 3.46870 -7.84662 0.71305
H 1.89711 -8.60837 0.81588
H 3.40956 -7.09193 -2.91369
H 4.50309 -7.42658 -1.57776
H 3.45880 -6.04410 -1.49275
H 2.30253 -10.16882 -1.00810
H 3.93612 -9.54743 -1.14431
H 2.89751 -9.59607 -2.56912
H -1.11665 -6.71571 -2.90768
H -1.55267 -5.60842 -1.60448
H -1.64069 -7.34198 -1.34132
C 1.54196 8.79659 0.63178
C 1.26500 7.35096 1.09459
C 2.54340 6.73290 1.66070
C 3.57063 6.38210 0.58591
C 2.94351 5.50044 -0.49258
C 1.67332 6.10081 -1.09468
N 0.72035 6.53139 -0.02950
O 0.11556 5.50035 0.44479
C 2.03547 7.27988 -2.01770
C 1.01257 5.07748 -2.01276
C 0.22765 7.48124 2.20451
H 2.48984 8.91531 0.11321
H 0.74356 9.15947 -0.01574
H 1.59359 9.46145 1.49232
H 2.29204 5.82276 2.21508
H 2.98317 7.42090 2.38453
H 3.98863 7.28891 0.14260
H 4.41090 5.85651 1.04213
H 3.66685 5.31764 -1.28910
H 2.71270 4.52320 -0.05470
H 1.14077 7.81992 -2.32825
H 2.52579 6.90977 -2.91717
H 2.72841 7.98961 -1.57570
H 0.78942 4.14283 -1.49827
H 1.68315 4.84017 -2.83647
H 0.08538 5.46956 -2.43389
H -0.70559 7.89606 1.82076
H 0.60255 8.15214 2.97479
H 0.00927 6.52910 2.68505
*
```

Computed, not measured: a structure of composition C18H37MoO2P3 at a distorted geometry, with ωB97M-V/def2-TZVPD.

The calculation puts the frontier orbital gap (spin up / spin down) at 4.49 / 2.94 eV. The LUMO energy (spin up / spin down) comes out at -0.5571 / -0.6141 Ha. The HOMO energy (spin up / spin down) is -19.65 / -19.65 eV. Its expectation value of S² is 2.02. The strongest force on any atom is 0.1615 Eh/bohr. The calculation puts the total energy at -53035.0394 eV. Its energy above the lowest of the compared OMol25 structures with the same formula, charge and spin is 255.5 kJ/mol.

ORCA input file:
```
! wB97M-V def2-TZVPD RIJCOSX def2/J DEFGRID3
* xyz 4 3
Mo -0.02769 0.28575 0.76404
P 1.28183 1.24048 2.52385
P -0.98465 2.32354 0.25219
P 1.78948 -0.31437 -0.55539
H -1.62217 -4.17949 0.99392
C -0.64964 -4.66327 1.14999
C 0.03974 -4.48025 2.28725
H -0.37801 -3.89551 3.11548
C 0.26632 1.50171 4.01885
C 2.16454 2.85310 2.39399
C 2.68783 0.24730 3.17467
C -2.72847 2.08458 -0.18984
C -1.05685 3.77012 1.35496
C -0.24397 2.99834 -1.28171
C 2.42880 -1.92560 0.03910
C 3.23437 0.82279 -0.56309
C 1.51314 -0.56632 -2.33343
H -0.26693 -5.27898 0.32594
H 1.03472 -4.91851 2.43323
H -0.34859 0.61181 4.18794
H -0.38290 2.37708 3.89622
H 0.93629 1.64873 4.87506
H 1.47849 3.69951 2.49538
H 2.71434 2.94258 1.44761
H 2.88243 2.90119 3.22808
H 2.37753 -0.78775 3.35327
H 2.98992 0.69744 4.12899
H 3.54437 0.25617 2.48999
H -3.17053 3.06151 -0.43212
H -3.26040 1.63084 0.65493
H -2.77519 1.41585 -1.06397
H -1.62387 4.56148 0.84481
H -0.05902 4.15039 1.58997
H -1.56898 3.49717 2.28545
H -0.74463 3.94895 -1.51591
H -0.41234 2.28664 -2.10364
H 0.83346 3.17178 -1.15432
H 3.10592 -2.35199 -0.71489
H 1.59513 -2.62007 0.21470
H 2.97138 -1.79903 0.98547
H 3.91725 0.51949 -1.36938
H 3.77589 0.80646 0.39096
H 2.90407 1.85185 -0.75930
H 2.44089 -0.38609 -2.89558
H 0.71937 0.11327 -2.67343
H 1.16306 -1.59089 -2.50971
C -2.11319 -0.71459 -2.86744
C -3.26449 -0.58782 -3.73600
C -3.62044 -1.63763 -4.55523
C -2.91840 -2.85117 -4.51366
C -1.93460 -3.06407 -3.53847
C -1.58206 -2.04655 -2.67045
O -1.54831 0.30482 -2.35977
H 0.32803 -0.44699 2.21389
H -3.75798 0.38399 -3.75423
H -4.45508 -1.51632 -5.24574
H -3.16960 -3.64485 -5.21713
H -1.43655 -4.02887 -3.44555
H -0.85508 -2.18547 -1.87273
O -2.56153 -1.58008 0.93647
C -1.59649 -0.90412 0.84545
*
```